Entry 1:
The following is a quantum chemistry calculation of 14 unconnected molecules or ions with the total composition C14H56N28O14, from the Open Molecules 2025 dataset.

XYZ file:
```
112
Properties=species:S:1:pos:R:3:forces:R:3:mulliken_spin:R:1
C 22.02859 -4.79572 -26.38394 -0.29 -0.38 2.34 0.00
O 20.93348 -5.28837 -26.64689 -2.48 -0.90 0.57 0.00
N 22.60468 -4.75586 -25.20327 -1.21 -1.27 3.06 0.02
N 22.78236 -4.22137 -27.20465 2.62 2.35 -6.17 0.01
H 22.02849 -5.08249 -24.44076 0.97 0.21 0.35 0.00
H 23.56940 -4.47333 -25.10535 -0.08 -0.02 0.61 0.00
H 23.71090 -3.89425 -26.97904 -0.34 0.40 0.15 0.00
H 22.39447 -3.95573 -28.09857 0.32 -0.22 -0.02 0.00
C 20.70019 -1.45982 -21.22237 0.08 0.49 -0.31 0.00
O 20.00195 -1.17778 -22.15511 -1.60 0.11 -1.56 0.00
N 20.50226 -2.45791 -20.37783 -2.58 -3.88 1.63 0.00
N 21.79522 -0.83410 -20.89800 3.08 2.57 0.31 0.00
H 20.96405 -2.68543 -19.50887 0.48 0.59 -0.39 0.00
H 19.59230 -2.89244 -20.43481 0.05 0.17 -0.15 0.00
H 22.26626 -1.14293 -20.05964 0.40 0.38 -0.17 0.00
H 22.02354 0.04813 -21.33347 -0.21 -0.29 0.12 0.00
C 19.32885 -6.47519 -23.74190 -4.11 1.13 2.65 0.01
O 18.63505 -6.72012 -22.77292 -0.71 0.40 0.50 -0.02
N 19.00827 -5.53871 -24.67222 -1.37 1.20 -0.08 0.78
N 20.40102 -7.06273 -24.01333 3.98 -2.30 -1.90 0.31
H 19.67386 -5.30331 -25.39449 1.29 0.52 -1.80 -0.01
H 18.12414 -5.05900 -24.58119 -0.33 0.19 -0.01 -0.04
H 20.87974 -6.87630 -24.88291 0.64 -0.27 -0.32 -0.01
H 20.53078 -7.88249 -23.43778 1.47 -0.91 0.45 -0.03
C 23.76705 -1.19289 -24.84694 0.07 -3.77 0.51 0.00
O 23.94508 -1.84426 -25.85964 0.19 -1.96 -0.90 0.00
N 23.81974 0.07069 -24.91280 0.10 6.16 -0.50 0.00
N 23.54557 -1.64343 -23.59912 -0.14 -0.56 0.70 0.00
H 23.41045 0.63638 -24.18302 0.23 0.22 -0.51 0.00
H 23.99409 0.42846 -25.84108 -0.23 0.35 0.37 0.00
H 23.57676 -2.62403 -23.35923 -0.06 0.07 0.17 0.00
H 23.60102 -0.94411 -22.87250 -0.13 -0.67 0.06 0.00
C 24.28063 -8.06717 -18.21399 -0.64 0.28 -0.77 0.00
O 23.55149 -7.17156 -18.60355 -0.53 0.77 -0.12 0.00
N 25.39341 -8.44143 -18.77177 4.64 0.48 -4.17 0.00
N 24.11177 -8.90362 -17.24325 -2.85 -2.27 4.51 0.00
H 25.85774 -9.32873 -18.64067 -0.35 0.34 0.18 0.00
H 25.72285 -7.93252 -19.57960 -0.10 -0.01 0.14 0.00
H 24.82334 -9.57212 -16.98463 -0.37 0.36 0.04 0.00
H 23.25695 -8.90999 -16.70534 0.20 0.18 0.01 0.00
C 20.45108 -5.76097 -18.60144 -0.33 -1.31 0.39 0.00
O 21.36741 -5.07016 -18.16392 -0.19 0.72 -0.19 0.00
N 19.77806 -6.67487 -17.91130 -0.16 -0.94 2.85 0.00
N 20.05376 -5.80513 -19.84734 -0.28 1.43 -3.66 0.00
H 19.07891 -7.29978 -18.28649 0.30 0.43 0.06 0.00
H 19.97683 -6.71262 -16.92177 -0.18 -0.14 0.10 0.00
H 20.34317 -5.05499 -20.45860 0.16 -0.18 -0.13 0.00
H 19.25429 -6.34221 -20.15146 0.19 0.36 0.19 0.00
C 23.41551 -5.03287 -21.47112 -1.52 -1.11 -2.85 0.00
O 23.63267 -4.29900 -22.42525 0.93 0.58 -1.90 0.00
N 22.93614 -6.26578 -21.53425 -0.61 -2.51 -0.68 0.00
N 23.44782 -4.62756 -20.27844 1.28 3.22 5.37 0.00
H 22.79956 -6.80452 -22.37758 0.45 0.13 0.12 0.00
H 22.95796 -6.75756 -20.65234 -0.22 -0.45 -0.19 0.00
H 23.07314 -5.10949 -19.47379 -0.13 -0.12 -0.16 0.00
H 23.66592 -3.65050 -20.14468 -0.15 -0.13 0.21 0.00
C 26.38368 -4.97353 -17.37056 0.68 0.12 1.56 0.00
O 25.68587 -5.49487 -16.52952 -0.72 -0.68 1.15 0.00
N 27.58642 -4.46020 -17.19501 2.88 0.56 2.45 0.00
N 26.07647 -4.76516 -18.60439 -2.65 -0.28 -3.64 0.00
H 28.00905 -4.61134 -16.29022 0.32 0.38 -0.36 0.00
H 28.00347 -3.91317 -17.93455 0.31 -0.08 0.68 0.00
H 26.84947 -4.59060 -19.23058 -0.93 -0.22 -0.51 0.00
H 25.19615 -5.20669 -18.82840 0.09 0.18 -1.11 0.00
C 22.11013 -5.56413 -14.84979 -1.84 0.87 0.60 0.00
O 20.92472 -5.28563 -14.70538 -0.49 0.13 0.24 0.00
N 22.64052 -5.98708 -15.94996 1.21 -1.70 -2.45 0.00
N 23.04319 -5.42996 -13.92331 1.49 0.99 3.74 0.00
H 23.64410 -6.06894 -15.87108 -0.07 -0.03 -1.35 0.00
H 22.14132 -5.75747 -16.79742 0.47 -0.24 -0.42 0.00
H 24.03238 -5.52959 -14.10132 -0.31 0.05 -0.11 0.00
H 22.79684 -4.93769 -13.07650 -0.02 -0.33 -0.07 0.00
C 26.41190 -5.10364 -24.73691 2.98 0.52 1.50 0.00
O 25.35782 -5.23172 -25.25232 -4.22 -0.67 -2.53 0.00
N 27.56530 -5.38168 -25.28569 2.45 -1.03 -2.41 0.00
N 26.54575 -4.66553 -23.50294 -1.02 0.75 2.48 0.00
H 27.54002 -5.63750 -26.26243 0.38 0.06 0.19 0.00
H 28.43260 -5.10295 -24.84958 -0.23 -0.08 -0.40 0.00
H 25.61078 -4.60703 -23.12544 0.04 0.46 1.17 0.00
H 27.36652 -4.83423 -22.93904 -0.41 0.15 -0.11 0.00
C 21.08585 -9.46586 -21.29499 0.04 3.36 -1.48 0.00
O 21.59911 -8.89929 -22.23984 0.17 1.05 -2.30 0.00
N 20.06189 -9.03879 -20.64878 -4.98 2.41 1.32 0.00
N 21.64568 -10.38316 -20.66849 4.74 -6.59 2.07 0.00
H 19.57085 -9.68134 -20.04372 -0.22 0.55 -0.15 0.00
H 19.61514 -8.21782 -21.03157 -0.43 -0.35 0.11 0.00
H 21.24935 -10.91060 -19.90375 0.26 0.18 -0.29 0.00
H 22.44665 -10.73112 -21.17592 0.07 -0.59 0.47 0.00
C 26.90588 -1.16566 -19.83306 0.89 1.28 -5.17 0.00
O 27.56598 -0.71586 -20.77959 0.21 0.36 0.37 0.00
N 27.47471 -1.46209 -18.71252 0.77 -1.25 3.84 0.00
N 25.63230 -1.45014 -20.05961 -2.22 -0.42 0.11 0.00
H 28.38123 -1.05675 -18.52803 -0.29 -0.16 0.10 0.00
H 26.87061 -1.82890 -17.99099 0.56 0.23 0.41 0.00
H 25.29769 -1.17939 -20.97330 0.17 -0.16 0.19 0.00
H 24.94038 -1.78219 -19.40304 0.12 0.03 -0.04 0.00
C 23.89897 -8.53339 -24.83089 0.22 1.61 0.02 0.00
O 23.63813 -9.66592 -24.71463 -1.24 -5.50 0.21 0.00
N 24.47047 -7.87522 -23.83509 1.80 2.14 1.97 0.00
N 23.54361 -7.84062 -25.89980 -0.97 1.35 -2.27 0.00
H 24.96135 -7.02606 -24.07605 -0.07 0.15 0.15 0.00
H 24.92377 -8.46003 -23.14762 -0.19 0.05 -0.17 0.00
H 23.08053 -8.40357 -26.59891 0.21 0.36 -0.07 0.00
H 23.79031 -6.87834 -26.08217 0.10 -0.21 0.09 0.00
C 23.08047 -1.94999 -17.73789 -1.26 -2.76 -0.13 0.00
O 23.11875 -2.14329 -18.94325 0.11 0.33 -2.03 0.00
N 22.56877 -2.83587 -16.93921 -1.19 -2.53 1.48 0.00
N 23.45353 -0.89721 -17.14821 2.61 5.11 0.94 0.00
H 21.92482 -3.46914 -17.39132 0.31 -0.83 0.62 0.00
H 22.84935 -2.89124 -15.97055 -0.66 -0.19 -0.17 0.00
H 23.49295 -0.81873 -16.14203 -0.14 0.41 -0.44 0.00
H 23.76107 -0.19015 -17.80058 0.42 0.47 0.79 0.00
```
Positions in Å, forces in eV/Å.

Properties
total charge = +1
multiplicity = 2
HOMO energy (spin up / spin down) = -11.22 / -11.22 eV
calculated total energy = -85817.5234 eV
LUMO energy (spin up / spin down) = -1.90 / -7.69 eV
frontier orbital gap (spin up / spin down) = 9.32 / 3.53 eV

***

Entry 2:
The following is a quantum chemistry calculation of a molecular structure, C2H3HgMgO4, from the Open Molecules 2025 dataset.

XYZ file:
```
11
Properties=species:S:1:pos:R:3:forces:R:3:mulliken_spin:R:1
O -0.50969 -1.15767 0.09975 0.02 0.18 0.05 0.00
C -1.72349 -0.98588 0.04638 -0.06 0.02 -0.16 0.00
C -2.29692 0.39453 -0.01322 -0.38 -0.30 0.03 0.00
O -1.34347 1.36839 -0.01037 0.98 0.04 0.06 0.00
O 4.97429 0.92164 -0.78131 0.16 -0.13 5.04 0.51
O 5.01584 0.86717 0.74008 -0.13 0.23 -5.04 0.52
Mg 0.46744 0.72453 0.06807 -0.20 -0.91 -0.11 -0.01
Hg 3.78971 -1.11926 -0.08908 -1.02 0.59 0.05 -0.01
H -2.40508 -1.85530 0.01303 0.22 0.14 0.08 0.00
H -3.01347 0.44623 0.84072 0.21 0.08 -0.19 0.00
H -2.95515 0.39563 -0.91405 0.21 0.08 0.19 0.00
```
Positions in Å, forces in eV/Å.

Properties
multiplicity = 2
HOMO energy (spin up / spin down) = -7.86 / -7.39 eV
calculated total energy = -19926.2059 eV
LUMO energy (spin up / spin down) = -2.23 / -2.19 eV
frontier orbital gap (spin up / spin down) = 5.62 / 5.20 eV

***

Entry 3:
The following is a quantum chemistry calculation of C4H4N2OS in the gas phase, from the Open Molecules 2025 dataset.

XYZ file:
```
12
Properties=species:S:1:pos:R:3:forces:R:3:mulliken_charge:R:1
N 3.62211 0.11443 -0.01486 1.17 -0.27 -0.16 -0.35
C 2.49554 0.11689 0.14907 -3.30 1.68 0.50 0.07
C 0.98154 0.19325 0.32584 -0.68 -1.51 1.81 0.10
C 0.45316 -1.03522 -0.46132 -6.79 4.67 5.23 -0.21
N -0.81654 -1.34590 -0.39822 1.67 -1.48 -0.40 -0.54
O -1.69526 -0.63955 0.50596 2.64 0.97 -1.47 -0.21
C -1.79386 0.68119 -0.01422 0.60 -0.92 -1.46 -0.35
S -0.12782 1.64447 -0.24845 -0.11 -1.08 0.55 -0.11
H 0.66365 0.10344 1.50087 1.17 -0.05 -2.90 0.28
H 1.09634 -1.59497 -0.91959 3.23 -3.37 -3.24 0.63
H -2.32509 0.65830 -0.97684 0.93 -0.23 -0.40 0.29
H -2.55376 1.10368 0.55177 -0.53 1.61 1.94 0.40
```
Positions in Å, forces in eV/Å.

Properties
HOMO energy = -9.64 eV
calculated total energy = -20071.1334 eV
LUMO energy = -0.12 eV
SMILES = N#C[C@@H]1C=NOCS1
frontier orbital gap = 9.52 eV

***

Entry 4:
The following is a quantum chemistry calculation of a molecular structure, C4H8O2Sr, from the Open Molecules 2025 dataset.

XYZ file:
```
15
Properties=species:S:1:pos:R:3:forces:R:3:mulliken_charge:R:1
C -0.58863 0.54179 -1.62878 1.81 -4.17 -2.11 -0.79
C -0.12263 -0.63774 -0.85520 -4.04 -0.15 2.03 -0.26
C 0.39048 -0.52220 0.42839 0.67 -0.24 -0.81 0.07
C 0.17813 -1.55732 1.35658 0.91 -0.35 -0.85 -0.17
O 0.72639 -1.59351 2.49258 -0.07 -0.96 1.71 -0.69
Sr 1.19995 -2.98460 4.55688 -0.25 0.97 -1.25 1.99
H -1.04744 0.25028 -2.58358 0.10 -0.62 0.25 0.37
H -1.46570 0.97091 -1.12036 1.71 1.74 0.38 0.30
H 0.56887 0.41073 -2.02160 -1.38 3.18 0.44 0.28
H -0.63546 -1.57363 -1.10336 0.80 -0.33 -0.16 0.32
H 1.04265 0.30967 0.70326 -0.53 -0.02 0.12 0.27
H -0.45741 -2.40685 1.05490 0.06 0.27 0.00 0.30
H 0.61496 2.50308 -0.02754 -0.27 0.53 -0.29 0.30
O 0.19372 2.92665 -0.79365 0.35 0.03 0.46 -0.62
H -0.59787 3.36274 -0.45852 0.13 0.13 0.08 0.33
```
Positions in Å, forces in eV/Å.

Properties
total charge = +2
HOMO energy = -15.28 eV
calculated total energy = -9188.7910 eV
LUMO energy = -9.49 eV
frontier orbital gap = 5.79 eV